Entry from the Open Molecules 2025 dataset: 2 unconnected molecules or ions with the total composition C8H8ClFN2O2 in a non-equilibrium geometry (the ωB97M-V functional and the def2-TZVPD basis).

Summary:
- electronic energy (eV) = -30734.17854
- gap between HOMO and LUMO (alpha / beta) (eV) = 7.8 / 7.6
- HOMO energy (alpha / beta) (hartree) = -0.31497 / -0.34225

```
! RIJCOSX wB97M-V def2-TZVPD def2/J DEFGRID3
* xyz 0 1
C 0.7967 -1.5725 0.4779
C 0.0766 0.6412 1.1404
C 0.7262 -1.9883 1.8050
C -0.2224 0.1555 2.4324
C 0.5432 -0.1719 0.1828
C 0.1970 -1.1515 2.7936
C 0.7816 0.2056 -1.2694
C 0.3522 2.0389 -2.7871
N -2.8765 -2.1681 2.6130
N -0.0694 -1.4419 4.0522
O 1.0471 -0.6396 -2.0900
O 0.4077 1.4940 -1.4458
F 0.2794 -2.6938 4.4467
Cl -2.4177 -1.0358 1.5820
H 1.1433 -2.1472 -0.3187
H -0.0570 1.6947 0.9749
H 1.0271 -3.0114 1.9820
H -0.6977 0.9473 3.1343
H 0.1496 3.1413 -2.6922
H -0.3985 1.5060 -3.2265
H 1.4365 2.0088 -3.3415
H -2.2455 -3.1098 2.5196
*
```

---

Entry from the Open Molecules 2025 dataset: 3 unconnected molecules or ions with the total composition CH8NO3 in a non-equilibrium geometry (the ωB97M-V functional and the def2-TZVPD basis).

Summary:
- energy above the lowest of the compared OMol25 structures with the same formula, charge and spin (kJ/mol) = 23.67
- electronic energy (eV) = -8800.22659
- gap between HOMO and LUMO (eV) = 8.4
- HOMO energy (hartree) = -0.14873

```
! RIJCOSX wB97M-V def2-TZVPD def2/J DEFGRID3
* xyz -1 1
N 1.1493 -1.4122 -0.7732
C 0.5633 -0.8867 0.5131
O -0.0263 0.3439 0.3915
H 0.6769 -0.8994 -1.5213
H 2.0719 -1.0097 -0.7611
H -0.2000 -1.6000 0.8510
H 1.4302 -0.8289 1.1957
H -1.0044 0.7807 1.3511
H -2.3903 0.2649 1.8462
O -1.7760 0.9928 2.0463
H 0.0294 1.1120 -0.9955
H -0.5998 1.9153 -2.1346
O 0.0758 1.2273 -2.0093
*
```

---

Entry from the Open Molecules 2025 dataset: a molecular structure, C38H40N7O15PSi2 (the ωB97M-V functional and the def2-TZVPD basis).

Summary:
- electronic energy (eV) = -106226.36339
- gap between HOMO and LUMO (eV) = 7.5
- HOMO energy (hartree) = -0.30056

```
! RIJCOSX wB97M-V def2-TZVPD def2/J DEFGRID3
* xyz 0 1
C -2.6956 -6.0201 4.6854
P -3.0691 -5.6148 2.9508
C -1.4687 -5.1396 2.2219
Si -4.3940 -3.8488 2.9384
O -4.1993 -2.6646 4.0424
Si -2.7499 -2.0029 4.4494
O -5.9294 -4.3981 3.2856
N -6.2411 -5.8139 3.2927
O -6.7253 -6.1225 4.2973
H -1.9626 -6.8294 4.6850
H -2.2920 -5.1964 5.2761
H -3.6099 -6.3877 5.1568
H -1.6633 -4.5426 1.3277
H -0.9644 -6.0585 1.9180
H -0.8224 -4.5711 2.8924
H -4.4163 -3.2771 1.5789
H -2.1670 -2.7291 5.5974
H -2.9935 -0.6073 4.8535
H -1.8268 -2.0516 3.3002
C -4.8709 2.0780 -1.7665
C -4.6499 0.9870 -2.5977
C -3.9490 -0.1118 -2.1307
C -3.4912 -0.0860 -0.8274
C -3.6933 0.9852 0.0216
C -4.3914 2.0787 -0.4638
N -2.7240 -1.2412 -0.3246
O -2.4963 -2.1579 -1.0958
O -2.3257 -1.1935 0.8285
H -5.4184 2.9344 -2.1375
H -5.0234 0.9897 -3.6128
H -3.7567 -0.9711 -2.7553
H -3.2910 0.9679 1.0229
H -4.5539 2.9336 0.1779
C 1.1201 -1.1076 -2.0053
C 0.2200 -0.1609 -1.5364
C 0.2731 1.1427 -1.9978
C 1.2508 1.4698 -2.9154
C 2.1706 0.5545 -3.3902
C 2.0947 -0.7491 -2.9281
N 1.3309 2.8629 -3.3922
O 0.5460 3.6739 -2.9406
O 2.1877 3.1249 -4.2208
H 1.0649 -2.1250 -1.6407
H -0.5159 -0.4278 -0.7954
H -0.4142 1.8956 -1.6398
H 2.9292 0.8632 -4.0934
H 2.8058 -1.4822 -3.2838
C 4.1900 2.7025 1.3791
C 3.5494 1.4723 1.3200
C 2.1668 1.4060 1.3547
C 1.4552 2.5872 1.4419
C 2.0670 3.8232 1.5154
C 3.4507 3.8731 1.4828
N -0.0227 2.5336 1.4304
O -0.5605 1.4418 1.3135
O -0.6277 3.5857 1.5132
H 5.2699 2.7481 1.3411
H 4.1265 0.5612 1.2401
H 1.6456 0.4642 1.3106
H 1.4684 4.7191 1.5818
H 3.9512 4.8306 1.5298
C 6.3054 4.3896 -6.9974
C 5.2201 4.3538 -6.1326
C 5.2736 3.5721 -4.9894
C 6.4158 2.8366 -4.7470
C 7.5104 2.8550 -5.5901
C 7.4462 3.6439 -6.7261
N 6.4660 1.9898 -3.5356
O 5.4741 1.9527 -2.8263
O 7.4935 1.3759 -3.3145
H 6.2606 5.0023 -7.8881
H 4.3299 4.9295 -6.3465
H 4.4388 3.5298 -4.3073
H 8.3826 2.2625 -5.3588
H 8.2895 3.6730 -7.4027
C -1.9939 -6.8445 11.2813
C -0.6484 -6.5106 11.3565
C 0.1047 -6.3898 10.2005
C -0.5182 -6.6096 8.9883
C -1.8541 -6.9435 8.8840
C -2.5945 -7.0613 10.0485
N 0.2764 -6.4740 7.7477
O 1.4530 -6.1882 7.8555
O -0.3032 -6.6531 6.6911
H -2.5776 -6.9350 12.1876
H -0.1819 -6.3422 12.3174
H 1.1525 -6.1317 10.2299
H -2.2967 -7.1048 7.9126
H -3.6424 -7.3215 9.9905
C -2.3606 4.8108 -6.1449
C -2.3464 5.9584 -6.9277
C -1.1513 6.4445 -7.4298
C 0.0101 5.7583 -7.1326
C 0.0260 4.6165 -6.3586
C -1.1778 4.1437 -5.8602
N 1.2923 6.2674 -7.6672
O 1.2632 7.2865 -8.3305
O 2.3019 5.6334 -7.4142
H -3.2978 4.4382 -5.7530
H -3.2681 6.4797 -7.1475
H -1.1124 7.3357 -8.0376
H 0.9578 4.1150 -6.1437
H -1.1866 3.2546 -5.2444
*
```

---

Entry from the Open Molecules 2025 dataset: a gas-phase ion, C5H13N2O (charge +1) in a non-equilibrium geometry (the ωB97M-V functional and the def2-TZVPD basis).

Summary:
- energy above the lowest of the compared OMol25 structures with the same formula, charge and spin (kJ/mol) = 268.64
- electronic energy (eV) = -10415.41167
- gap between HOMO and LUMO (eV) = 11.1
- SMILES string = CC(C)(C)OC(N)=[NH2+]
- HOMO energy (hartree) = -0.54149

```
! RIJCOSX wB97M-V def2-TZVPD def2/J DEFGRID3
* xyz 1 1
C 0.4705 1.6387 1.5168
C 0.1058 0.3150 0.7391
C -1.3934 0.1563 0.7935
C 0.8487 -0.9399 1.2713
O 0.6286 0.6437 -0.5731
C 0.0257 -0.3164 -1.7886
N -0.3689 0.4142 -2.7415
N 0.3169 -1.5753 -1.6027
H 1.3263 1.3976 2.2274
H 0.8376 2.3798 0.8523
H -0.3807 1.9543 2.1047
H -1.7823 -0.1432 1.6753
H -1.7597 -0.6250 0.1368
H -1.8441 1.0835 0.4410
H 1.1807 -0.8344 2.2514
H 0.1639 -1.8382 1.3008
H 1.7946 -1.0086 0.6766
H -0.8998 0.0254 -3.5075
H -0.0565 1.3396 -2.9144
H 0.0471 -2.2658 -2.2098
H 0.7390 -1.8016 -0.6493
*
```

---

Entry from the Open Molecules 2025 dataset: C8H9OPS in the gas phase in a non-equilibrium geometry (the ωB97M-V functional and the def2-TZVPD basis).

Summary:
- energy above the lowest of the compared OMol25 structures with the same formula, charge and spin (kJ/mol) = 165.91
- electronic energy (eV) = -30610.13013
- gap between HOMO and LUMO (alpha / beta) (eV) = 8.6 / 5.2
- HOMO energy (alpha / beta) (hartree) = -0.34168 / -0.26552

```
! RIJCOSX wB97M-V def2-TZVPD def2/J DEFGRID3
* xyz 0 1
C -0.0958 3.4270 -1.2077
C -0.8911 2.6749 -0.3835
C 1.0999 2.9132 -1.7325
C -0.5258 1.3320 -0.1728
C 1.5824 1.6186 -1.4047
C 0.7053 0.8119 -0.6067
C -0.9029 -2.3653 1.2136
C 0.0479 -3.5773 1.5489
O -0.3723 -1.2002 0.7279
P 1.0678 -0.9060 -0.0113
S -0.7231 -5.0914 1.0702
H -0.3057 4.4380 -1.4501
H -1.8243 3.0108 -0.0741
H 1.6167 3.4221 -2.4761
H -1.1468 0.7004 0.4281
H 2.5231 1.2629 -1.6738
H -1.6152 -3.0117 0.5789
H -1.5823 -2.2290 2.0681
H 1.0209 -3.6313 0.9544
H 0.3213 -3.5996 2.6033
*
```

---

Entry from the Open Molecules 2025 dataset: a molecular structure, C16H30InN7OP in a non-equilibrium geometry (the ωB97M-V functional and the def2-TZVPD basis).

Summary:
- electronic energy (eV) = -44010.59066
- gap between HOMO and LUMO (eV) = 6.3
- HOMO energy (hartree) = -0.14908

```
! RIJCOSX wB97M-V def2-TZVPD def2/J DEFGRID3
* xyz -1 1
C -0.7179 -3.9431 0.7720
C -0.5132 -2.7782 -0.4079
In 0.7631 -1.1442 0.5981
P -0.8855 0.1025 2.1472
O -0.3680 0.0586 3.6400
H -1.2746 -3.3980 1.6723
H 0.3667 -4.1737 1.1654
H -1.2981 -4.8789 0.3719
H -0.0237 -3.1987 -1.3865
H -1.5758 -2.3026 -0.6309
H 2.0163 -2.0321 1.5938
H 1.5385 -0.0479 -0.5992
H -1.0933 1.4242 1.6132
H -2.1997 -0.5525 2.1456
C -4.9103 -4.9043 1.2136
C -4.1259 -4.9240 -0.0882
N -3.4752 -4.9405 -1.1682
H -4.8339 -3.9182 1.6800
H -5.9633 -5.1248 1.0177
H -4.5111 -5.6552 1.9009
C 4.0009 1.3978 -3.3268
C 4.0398 0.2869 -2.2901
N 4.0722 -0.6347 -1.4301
H 3.2937 1.1422 -4.1208
H 3.6864 2.3343 -2.8579
H 4.9935 1.5343 -3.7645
C -4.9819 0.0518 -0.3369
C -3.5718 0.0989 -0.9024
N -2.4020 0.1380 -1.3716
H -4.9445 0.0131 0.7553
H -5.5362 0.9435 -0.6428
H -5.5026 -0.8356 -0.7071
C 1.5873 -2.9296 5.1558
C 0.7767 -4.1661 4.8028
N 0.1042 -5.1918 4.5100
H 2.6415 -3.0941 4.9163
H 1.2228 -2.0700 4.5868
H 1.4941 -2.7152 6.2240
C 1.7976 5.6478 -1.9616
C 2.7577 4.8904 -2.8643
N 3.5542 4.2620 -3.6132
H 1.5001 5.0160 -1.1202
H 2.2813 6.5496 -1.5761
H 0.9051 5.9351 -2.5242
C -1.7180 3.7986 -4.5812
C -1.7222 4.9164 -3.5512
N -1.7258 5.8438 -2.6968
H -0.9439 3.0669 -4.3340
H -2.6902 3.2984 -4.5924
H -1.5166 4.2081 -5.5749
C 4.6646 1.8599 2.3542
C 3.5391 2.5454 1.5968
N 2.6054 3.1140 0.9684
H 5.3570 2.6079 2.7504
H 4.2550 1.2786 3.1849
H 5.2100 1.1890 1.6848
*
```

---

Entry from the Open Molecules 2025 dataset: a molecular structure, C22H17F5N7O5SSeTc in a non-equilibrium geometry (the ωB97M-V functional and the def2-TZVPD basis).

Summary:
- energy above the lowest of the compared OMol25 structures with the same formula, charge and spin (kJ/mol) = 23.52
- electronic energy (eV) = -135713.69347
- gap between HOMO and LUMO (alpha / beta) (eV) = 4.1 / 5.0
- HOMO energy (alpha / beta) (hartree) = -0.35372 / -0.38875
- <S²> = 3.83

```
! RIJCOSX wB97M-V def2-TZVPD def2/J DEFGRID3
* xyz 1 4
Tc -0.5109 -0.7164 0.1383
N 2.7202 -3.6232 -0.6629
C 2.0370 -2.4498 -0.5896
N 0.7098 -2.3902 -0.5072
C -0.0230 -3.5490 -0.6169
N -1.3535 -3.4117 -0.7386
N -1.7437 -2.1210 -0.6780
C -3.0711 -1.8363 -0.8938
C -3.3293 -0.4662 -0.9127
C -4.5698 0.1905 -1.1296
C -4.5867 1.5406 -1.2872
C -3.3419 2.2382 -1.3557
C -2.1546 1.5580 -1.1658
N -2.1784 0.2703 -0.8821
C 0.5904 -4.8582 -0.6462
C -0.1657 -6.0007 -0.5210
C 0.5299 -7.1994 -0.5305
C 1.8373 -7.2707 -0.9725
C 2.6611 -6.0729 -0.9544
C 2.0453 -4.9002 -0.6975
H 3.7422 -3.5044 -0.2641
H 2.5967 -1.5028 -0.5254
H -3.8367 -2.5901 -1.1585
H -5.5156 -0.3584 -1.0814
H -5.4784 2.0740 -1.4007
H -3.2967 3.3066 -1.4990
H -1.1545 2.0106 -1.1985
H -1.2318 -5.9298 -0.2881
H 0.0736 -8.1700 -0.2963
H 2.3385 -8.2235 -0.9878
H 3.7606 -6.1471 -0.9525
O 5.2130 -3.6660 0.1934
Se 5.7821 -2.8775 1.5226
O 0.8086 0.2468 -0.4015
O -0.2069 -1.4701 1.5930
O 4.8906 -1.4535 1.7422
C -3.5625 -0.6425 3.4698
N -2.3315 -0.2849 2.8963
C -2.1799 0.7954 2.0667
N -3.0343 1.8566 2.2074
O -1.2154 0.9351 1.2306
H -3.3742 -1.5827 4.0317
H -4.3649 -0.8634 2.7305
H -3.9954 0.1741 4.0824
H -1.5557 -0.9588 2.9068
H -3.6629 1.8068 3.0302
H -2.7481 2.7775 2.0082
F 0.9491 8.4377 0.2747
C 1.9821 7.7825 -0.2528
C 3.0354 8.4826 -0.7415
F 3.1056 9.8079 -0.6224
C 4.1440 7.8055 -1.1993
F 5.0999 8.6610 -1.7124
C 4.2800 6.4098 -1.3356
S 5.6498 5.7796 -2.1063
C 3.0999 5.7287 -1.0067
F 2.9560 4.3998 -1.2186
C 2.0605 6.3855 -0.3301
F 1.0750 5.6297 0.1970
*
```

---

Entry from the Open Molecules 2025 dataset: C16H15N3O3S in the gas phase in a non-equilibrium geometry (the ωB97M-V functional and the def2-TZVPD basis).

Summary:
- energy above the lowest of the compared OMol25 structures with the same formula, charge and spin (kJ/mol) = 79.44
- electronic energy (eV) = -38282.80650
- gap between HOMO and LUMO (eV) = 8.8
- SMILES string = COC(=O)c1ccc(CSc2nnc(-c3ccccc3)n2C)o1
- HOMO energy (hartree) = -0.30605

```
! RIJCOSX wB97M-V def2-TZVPD def2/J DEFGRID3
* xyz 0 1
C -5.9061 -2.9537 -0.3412
O -5.0469 -1.8716 -0.6697
C -4.6898 -1.0866 0.3658
O -5.0679 -1.2620 1.4959
C -3.8115 -0.0061 -0.0850
C -3.3887 0.3443 -1.3458
C -2.5892 1.4892 -1.1845
C -2.5743 1.7527 0.1615
C -1.9090 2.8197 0.9515
S -0.2806 3.2558 0.2662
C 0.4915 1.7081 0.4237
N -0.0660 0.6089 0.8543
N 0.8680 -0.3457 0.8256
C 1.9845 0.1636 0.3706
C 3.2164 -0.5882 0.2091
C 4.1139 -0.3396 -0.8268
C 5.2706 -1.0905 -0.9359
C 5.5413 -2.0949 -0.0224
C 4.6398 -2.3621 0.9961
C 3.4830 -1.6171 1.1124
N 1.7994 1.4992 0.0946
C 2.7335 2.5025 -0.3272
O -3.3112 0.8573 0.8237
H -5.4334 -3.6032 0.3982
H -6.8465 -2.5809 0.0707
H -6.0818 -3.4929 -1.2683
H -3.6290 -0.1624 -2.2572
H -2.0853 2.0426 -1.9509
H -1.7739 2.4830 1.9792
H -2.4748 3.7539 0.9352
H 3.8990 0.4144 -1.5687
H 5.9611 -0.8924 -1.7427
H 6.4480 -2.6748 -0.1104
H 4.8415 -3.1543 1.7016
H 2.7673 -1.8146 1.8946
H 2.7270 2.6083 -1.4147
H 3.7346 2.2320 0.0073
H 2.4455 3.4580 0.1136
*
```

---

Entry from the Open Molecules 2025 dataset: C4H11N3 in the gas phase in a non-equilibrium geometry (the ωB97M-V functional and the def2-TZVPD basis).

Summary:
- energy above the lowest of the compared OMol25 structures with the same formula, charge and spin (kJ/mol) = 244.72
- electronic energy (eV) = -8795.08271
- gap between HOMO and LUMO (eV) = 9.5
- SMILES string = [H]/N=C/NCCCN
- HOMO energy (hartree) = -0.31688

```
! RIJCOSX wB97M-V def2-TZVPD def2/J DEFGRID3
* xyz 0 1
H 2.6977 -0.9923 -2.4075
N 1.9368 -0.4176 -2.0272
C 2.5138 0.0127 -0.9121
N 1.7677 0.6375 0.0819
C 0.3747 0.6507 0.5623
C -0.4643 -0.3721 -0.1262
C -1.9806 -0.1993 -0.0023
N -2.3973 -0.4985 1.3547
H 3.5974 0.0216 -0.7376
H 2.2879 1.2167 0.7975
H -0.0480 1.6857 0.2418
H 0.2435 0.7162 1.6891
H -0.0242 -0.5000 -1.1408
H -0.2222 -1.3645 0.4221
H -2.1750 0.7863 -0.3866
H -2.4842 -1.0148 -0.6186
H -2.2755 0.2923 1.8790
H -3.3482 -0.6607 1.3306
*
```